## A
Below is a cluster of 2 separate species, C2H9NOS in total, with properties calculated with ωB97M-V with the def2-TZVPD basis set.

Geometry (Å):
C -0.05 -1.45 0.13
C -1.53 -1.87 -0.28
S -2.72 -0.45 -0.31
N 0.94 -1.85 -0.93
H 0.24 -2.01 1.04
H -0.06 -0.45 0.37
H -2.05 -2.52 0.55
H -1.51 -2.16 -1.33
H -3.44 -0.43 -1.50
H 0.76 -2.86 -1.22
H 1.76 -1.93 -0.20
H 1.92 6.24 1.49
H 3.09 6.14 0.76
O 2.65 5.60 1.43

Values from the calculation:
- SMILES: NCCS.O
- Orbital gap: 9.890 eV
- HOMO level: -8.90 eV
- E_LUMO: 0.99 eV


## B
Below is a cluster of 2 separate species, C2H9NOS in total, with properties calculated with ωB97M-V with the def2-TZVPD basis set.

Geometry (Å):
C 0.49 -2.78 -0.28
S -1.14 -2.02 -0.11
H 0.45 -3.78 0.13
H 1.20 -2.16 0.25
H 0.84 -2.83 -1.30
H -1.81 -2.93 -0.83
N -0.62 2.84 0.06
C 0.06 1.57 0.20
O 1.46 1.70 0.08
H -1.55 2.67 -0.32
H -0.76 3.28 0.97
H -0.23 0.91 -0.61
H -0.17 1.09 1.17
H 1.78 2.45 0.60

Values from the calculation:
- SMILES: NCO.CS
- Orbital gap: 9.946 eV
- HOMO level: -9.12 eV
- E_LUMO: 0.83 eV


Most stable: B (next structure +0.0419 hartree)


## A
Below is the molecule CH3N5O2, with properties calculated with ωB97M-V with the def2-TZVPD basis set.

Geometry (Å):
C -0.37 0.04 -0.34
H -2.82 -0.96 -0.68
H 2.52 0.93 -0.45
H 0.95 -1.90 1.06
N -1.33 -0.71 -0.57
N -0.55 1.36 -0.06
N 0.55 1.88 0.11
N 1.53 0.82 -0.03
N 1.01 -0.47 -0.22
O -2.49 -0.12 -0.16
O 0.99 -0.88 1.32

Values from the calculation:
- SMILES: O/N=c1\nn[nH]n1O
- Orbital gap: 9.111 eV
- HOMO level: -9.61 eV
- E_LUMO: -0.50 eV


## B
Below is the molecule CH3N5O2, with properties calculated with ωB97M-V with the def2-TZVPD basis set.

Geometry (Å):
C 0.75 -0.94 0.12
N 1.69 -0.08 -0.59
N 1.49 1.07 -0.42
N 0.51 1.33 0.44
N -0.24 -0.03 0.65
N -1.45 -0.06 -0.04
O -1.93 -1.11 -0.28
O -2.00 0.98 -0.19
H 0.12 -1.56 -0.68
H 1.30 -1.61 0.85
H -0.25 2.00 0.15

Values from the calculation:
- SMILES: O=[N+]([O-])N1CN=NN1
- Orbital gap: 10.865 eV
- HOMO level: -10.70 eV
- E_LUMO: 0.17 eV


Most stable: B (next structure +0.0485 hartree)


## A
Below is the ion C2H2N3O with charge +1, with properties calculated with ωB97M-V with the def2-TZVPD basis set.

Geometry (Å):
C 0.66 -0.73 0.09
C 0.53 0.67 -0.10
N -0.50 -1.34 0.00
N -1.61 -1.29 -0.10
N -0.56 1.20 0.13
O -1.59 1.60 -0.13
H 1.55 -1.18 0.15
H 1.50 1.07 -0.04

Values from the calculation:
- SMILES: N#[N+]/C=C\N=O
- Orbital gap (alpha / beta): 7.414 / 7.419 eV
- Total charge: +1
- HOMO level (alpha / beta): -14.79 / -14.79 eV
- E_LUMO (alpha / beta): -7.37 / -7.37 eV


## B
Below is a structure of composition C2H2N3O, with properties calculated with ωB97M-V with the def2-TZVPD basis set.

Geometry (Å):
C -0.37 0.58 0.27
C 2.39 0.16 -0.09
N 1.31 -0.37 0.05
N -2.26 -0.84 -0.02
N -1.32 -0.16 -0.01
O 3.51 0.27 -0.16
H -0.30 1.47 0.64
H -2.95 -1.11 -0.67

Values from the calculation:
- Orbital gap (alpha / beta): 7.551 / 7.552 eV
- Total charge: +1
- HOMO level (alpha / beta): -15.70 / -15.70 eV
- E_LUMO (alpha / beta): -8.15 / -8.15 eV


Most stable: A (next structure +0.0021 hartree)